Record 1
116
Properties=species:S:1:pos:R:3:forces:R:3:mulliken_charge:R:1 method="wB97M-V/def2-TZVPD" energy_ev=-68545.1189 gap_ev=6.85 charge=+1 lumo_ha=-0.14749
C -1.9371 2.0831 1.0667 1.262 0.802 -0.745 -0.532
C -0.3677 1.8567 1.2164 -0.770 1.026 0.769 -0.345
C 0.0344 1.1030 2.5344 0.017 0.257 -0.622 -1.020
C -0.0830 -0.4654 2.4787 -0.409 0.365 0.373 0.260
C 0.1695 -1.0955 1.0685 -0.434 0.400 0.059 -0.437
C 0.3186 -2.6669 1.0332 0.324 0.318 0.095 -0.564
C 0.3528 -3.3821 2.4309 0.578 -0.186 -0.686 -0.818
C 1.7999 -3.2828 3.0801 -0.417 -1.130 0.209 -0.109
C 2.2126 -4.7221 3.5926 -0.900 0.383 0.633 -0.866
C 2.6750 -5.6950 2.4636 0.679 -0.357 0.320 -0.321
C 4.0630 -5.3466 1.8941 -0.427 -0.367 0.625 -0.349
N 5.1412 -5.1602 2.6307 -1.604 0.819 -3.680 0.347
C 6.2822 -4.8971 1.6932 2.951 -2.114 -0.038 -0.376
C 5.8454 -4.7236 0.1942 -1.001 -2.062 1.916 -0.797
C 4.3281 -5.2078 0.3359 0.525 2.376 0.123 0.090
O 3.5819 -4.1117 -0.2340 -0.725 -1.097 1.052 -0.543
H -2.4297 2.2235 2.0544 0.235 -0.474 -0.650 0.246
H -2.4204 1.3384 0.4070 0.180 0.297 0.803 0.143
H -2.0284 3.0669 0.5348 -0.203 -0.924 0.362 0.063
H 0.0554 2.8934 1.3098 -0.184 -0.937 -0.119 0.323
H 0.0652 1.4390 0.2812 -0.279 0.102 0.725 0.239
H -0.6361 1.4941 3.3440 0.595 -0.386 -0.590 0.343
H 1.0657 1.4465 2.8087 -0.652 -0.605 -0.227 0.336
H -1.1331 -0.7182 2.7900 0.901 0.043 -0.223 0.166
H 0.5941 -0.8620 3.2825 -0.549 0.125 -0.830 -0.108
H 1.0267 -0.5644 0.5792 -0.513 -0.682 0.439 0.387
H -0.7216 -0.8350 0.4378 0.808 -0.094 0.521 0.112
H -0.4711 -3.1058 0.3731 0.586 0.329 0.661 0.483
H 1.3035 -2.8876 0.5386 -0.956 -0.049 0.279 -0.114
H -0.4382 -3.0372 3.1395 0.695 -0.074 -0.595 0.418
H 0.1260 -4.4665 2.2412 0.245 0.860 0.193 0.511
H 1.8133 -2.5506 3.9272 0.117 -0.635 -0.753 0.342
H 2.5587 -2.9746 2.3197 -0.581 0.178 0.498 0.041
H 2.9348 -4.6894 4.4482 -0.498 -0.121 -1.112 0.148
H 1.2749 -5.1662 4.0236 0.863 0.240 -0.322 0.491
H 2.7772 -6.7106 2.9396 0.051 0.765 -0.445 0.296
H 1.9225 -5.8300 1.6494 0.718 0.442 0.485 0.369
H 5.2136 -5.1839 3.6526 -0.255 0.221 -0.089 0.250
H 6.7724 -5.9108 1.6568 0.049 1.017 0.437 0.070
H 7.0674 -4.2050 2.0713 -1.034 -0.241 -0.029 0.454
H 6.0293 -3.6933 -0.1628 -0.668 -0.782 -0.083 0.344
H 6.3117 -5.5278 -0.4210 0.268 1.139 0.397 0.296
H 4.0235 -6.1370 -0.1953 0.437 0.586 0.415 0.499
H 3.4935 -3.4697 0.4845 -0.158 0.297 -0.407 0.392
O -0.2094 5.8104 -0.9368 -0.216 -0.267 0.191 -0.626
C -1.1797 5.6277 -1.6189 0.491 0.077 -0.028 0.287
O -2.0445 4.6010 -1.4319 0.241 0.213 0.093 -0.186
C -3.0309 4.6041 -2.4790 -0.377 0.089 -0.211 -0.499
C -3.0396 6.0223 -3.0108 -0.094 0.165 -0.280 0.036
C -1.5958 6.4495 -2.8139 -0.539 0.054 0.070 -0.173
H -2.7336 3.8764 -3.2388 0.004 -0.011 0.074 0.167
H -3.9937 4.3128 -2.0739 0.219 -0.121 0.107 0.344
H -3.3832 6.0938 -4.0418 -0.004 -0.013 0.069 -0.053
H -3.6938 6.6455 -2.3952 0.002 -0.048 -0.053 0.253
H -0.9709 6.1776 -3.6663 0.064 0.087 0.067 0.190
H -1.5145 7.5135 -2.6032 0.339 -0.081 -0.037 0.235
O 6.2724 -12.0211 3.6528 0.326 0.234 -0.158 -0.521
C 6.1328 -10.9272 3.2000 -0.240 -0.618 0.511 0.371
O 7.1662 -10.0700 2.9592 -0.085 0.040 -0.074 -0.365
C 6.6474 -8.8119 2.5216 0.326 0.240 -0.030 -0.301
C 5.2701 -9.1094 1.9834 -0.487 0.155 -0.343 0.231
C 4.8188 -10.2669 2.8551 -0.046 0.321 -0.453 -0.476
H 6.6177 -8.1265 3.3755 0.034 -0.033 0.033 0.222
H 7.3027 -8.3959 1.7551 0.180 -0.126 0.145 0.227
H 4.6053 -8.2434 2.0171 0.020 -0.001 0.002 -0.299
H 5.3420 -9.4419 0.9445 -0.007 0.064 0.043 0.304
H 4.3408 -9.9252 3.7754 -0.013 -0.147 0.012 0.288
H 4.1654 -10.9501 2.3173 -0.009 -0.120 0.302 0.336
O -4.1508 8.2163 -5.4039 0.248 -0.337 -0.033 -0.550
C -3.0690 8.7146 -5.5403 -0.529 0.169 0.225 0.499
O -1.9090 8.0642 -5.2726 -0.236 0.055 -0.218 -0.210
C -0.8038 8.9694 -5.4310 0.433 0.082 0.013 -0.530
C -1.3149 10.0648 -6.3440 0.114 0.336 -0.218 -0.522
C -2.7874 10.1298 -5.9763 0.415 0.048 -0.352 -0.478
H -0.5198 9.3476 -4.4451 -0.041 -0.036 -0.018 0.297
H 0.0439 8.4378 -5.8618 -0.131 -0.169 0.131 0.345
H -0.7870 11.0098 -6.2195 0.024 -0.085 0.043 0.318
H -1.2105 9.7566 -7.3874 0.030 0.013 0.067 0.279
H -2.9691 10.8022 -5.1355 -0.134 -0.029 -0.044 0.277
H -3.4064 10.4064 -6.8270 -0.225 0.022 0.249 0.297
O -4.4414 2.2214 -1.5598 0.045 -0.251 0.428 -0.519
C -5.1090 1.4772 -0.8985 0.172 0.094 -0.559 0.404
O -4.7217 1.0026 0.3121 -0.220 0.074 -0.162 -0.209
C -5.6899 0.0546 0.7878 -0.125 -0.218 0.276 -0.492
C -6.9693 0.3861 0.0470 -0.422 -0.107 -0.021 -0.555
C -6.4471 0.8991 -1.2838 -0.376 0.000 0.410 -0.434
H -5.3287 -0.9534 0.5646 0.008 0.045 -0.020 0.290
H -5.8017 0.1580 1.8666 0.231 0.074 -0.052 0.317
H -7.6472 -0.4624 -0.0425 0.077 0.004 0.051 0.329
H -7.5009 1.1876 0.5659 0.034 -0.067 0.001 0.272
H -6.2904 0.0902 -2.0003 0.015 0.117 -0.084 0.270
H -7.0953 1.6634 -1.7068 0.203 -0.059 -0.260 0.301
O 4.5781 -4.2151 5.5598 0.110 -0.385 -0.013 -0.665
C 4.1294 -3.4983 6.4198 -0.079 0.252 0.021 0.500
O 3.1195 -3.8639 7.2335 0.449 -0.158 -0.529 -0.340
C 2.7461 -2.7526 8.0691 -0.314 0.330 0.452 -0.426
C 3.9613 -1.8505 8.0919 0.167 0.302 0.193 -0.503
C 4.5592 -2.0846 6.7155 0.110 0.046 0.461 -0.491
H 1.8728 -2.2648 7.6286 0.043 -0.077 -0.037 0.271
H 2.4830 -3.1147 9.0616 -0.039 -0.216 -0.182 0.307
H 3.7201 -0.8083 8.2972 -0.061 -0.080 -0.014 0.333
H 4.6616 -2.1903 8.8586 -0.066 0.027 -0.027 0.284
H 4.1289 -1.4187 5.9638 0.098 -0.054 -0.078 0.248
H 5.6440 -2.0001 6.7245 -0.053 -0.003 -0.328 0.350
O -7.8277 4.2901 -9.1437 0.010 -0.132 0.369 -0.566
C -7.0339 4.8726 -8.4631 -0.427 0.027 -0.492 0.412
O -7.0368 4.8364 -7.1064 0.005 -0.123 -0.167 -0.375
C -6.0284 5.7250 -6.5980 0.156 0.208 0.337 -0.140
C -5.0395 5.8939 -7.7318 0.391 0.183 -0.160 -0.245
C -5.9305 5.7753 -8.9569 0.519 -0.069 0.271 -0.429
H -6.5037 6.6680 -6.3175 0.038 -0.035 -0.011 0.232
H -5.5676 5.2866 -5.7135 -0.223 -0.066 -0.003 0.131
H -4.4826 6.8283 -7.6795 -0.080 -0.033 0.115 0.105
H -4.3187 5.0716 -7.7214 -0.038 0.042 0.027 0.282
H -6.3612 6.7368 -9.2432 -0.035 -0.079 -0.098 0.274
H -5.4064 5.3258 -9.7976 -0.290 0.095 -0.154 0.301

=====

Record 2
123
Properties=species:S:1:pos:R:3:forces:R:3:lowdin_spin:R:1 method="wB97M-V/def2-TZVPD" multiplicity=3 energy_ev=-200239.6414 relative_energy_kcal_mol=10.2 gap_ev="5.44 / 6.76" charge=-1 s_squared=2.021 lumo_ha="0.09028 / 0.09024"
Ti 0.3076 0.1731 0.5340 -0.567 1.238 -0.894 1.316
O 0.1905 0.1238 4.5328 -0.036 0.005 0.124 0.000
S 0.8452 0.0952 3.2592 0.148 -0.110 -0.385 0.004
O 0.7905 1.3201 2.4479 -0.163 -0.164 0.292 0.011
O 0.3434 -0.9636 2.3459 0.308 -0.111 0.509 0.016
C 2.5980 -0.1255 3.5801 -0.088 0.258 -0.118 0.001
C 2.9882 0.1949 4.8701 0.222 -0.116 -0.024 0.001
C 4.3391 0.3257 5.1830 -0.140 0.006 0.013 0.000
C 5.2949 0.1474 4.2028 0.024 -0.094 -0.137 0.001
C 4.9106 -0.1916 2.9068 0.015 -0.032 0.263 0.000
C 3.5723 -0.3292 2.5895 -0.156 0.074 -0.215 0.002
S 3.2084 -0.8141 0.8959 -0.044 -0.670 -0.106 0.005
O 4.4666 -0.9601 0.2103 0.181 0.505 0.120 0.000
O 2.4640 -2.0505 1.0032 -0.130 0.052 0.116 0.002
O 2.3562 0.2687 0.3326 1.093 -0.176 0.218 0.031
H 2.2230 0.3515 5.6153 -0.006 0.045 0.033 0.000
H 4.6308 0.5892 6.1915 -0.001 -0.020 0.006 0.000
H 6.3460 0.2608 4.4364 -0.007 0.006 -0.002 0.000
H 5.6397 -0.3621 2.1279 0.019 0.026 -0.010 0.000
C -2.0420 0.9814 -3.1596 0.018 0.002 0.025 0.005
C -1.0494 -0.1810 -3.1721 0.012 -0.098 -0.009 0.001
C -0.7931 -0.6036 -4.6171 -0.030 -0.060 0.044 0.000
P 0.4603 0.2574 -2.1526 0.086 0.162 -0.139 0.006
C 1.8842 -0.4559 -3.1057 0.058 -0.118 0.127 0.001
C 3.2273 0.2146 -2.8154 0.011 0.025 0.037 0.000
C 1.9841 -1.9486 -2.8179 -0.028 -0.034 -0.051 0.000
C 0.6771 2.0204 -2.4480 0.049 -0.019 0.061 0.003
C 1.0699 2.5394 -3.6799 -0.048 -0.007 -0.010 0.000
C 1.2428 3.8935 -3.9006 0.018 0.003 0.072 0.002
C 1.7426 4.4325 -5.2131 -0.038 0.036 -0.019 0.000
C 0.9589 4.7364 -2.8209 0.006 -0.009 -0.030 0.000
C 0.5532 4.2571 -1.5962 0.003 0.044 -0.021 0.000
C 0.4306 2.8632 -1.3421 -0.350 -0.167 0.123 0.003
N 0.0244 2.3397 -0.1424 0.811 0.095 -0.209 0.000
C -0.1526 3.3300 0.8642 -0.418 -0.071 -0.113 0.001
C 0.9336 3.8956 1.5396 0.141 -0.008 0.172 0.000
C 2.3444 3.5668 1.1418 -0.002 -0.064 -0.008 0.000
C 0.7001 4.7675 2.5953 -0.044 0.006 -0.015 0.000
C -0.5841 5.1179 2.9933 0.009 -0.021 -0.030 0.000
C -0.8195 5.9678 4.2130 -0.006 0.034 -0.028 0.000
C -1.6450 4.6440 2.2356 0.015 -0.006 0.010 0.000
C -1.4456 3.7831 1.1605 0.031 0.076 0.014 -0.001
C -2.6072 3.4527 0.2612 -0.031 -0.063 0.030 0.002
H -2.9916 0.6532 -3.5919 -0.040 -0.007 -0.002 0.000
H -1.6619 1.8174 -3.7482 -0.016 0.001 -0.032 0.000
H -2.2288 1.3360 -2.1488 0.025 0.027 0.017 0.003
H -1.5003 -1.0184 -2.6283 -0.008 0.012 -0.044 0.000
H -0.3065 0.1927 -5.1836 0.003 0.025 -0.008 0.000
H -1.7503 -0.8095 -5.1039 -0.011 -0.013 -0.012 0.000
H -0.1844 -1.5044 -4.6980 0.035 -0.009 0.005 0.000
H 1.6521 -0.3139 -4.1641 0.005 0.003 0.008 0.000
H 3.5362 0.0629 -1.7829 -0.021 0.008 -0.073 0.000
H 3.2088 1.2856 -3.0082 -0.007 -0.004 -0.024 0.000
H 3.9894 -0.2379 -3.4567 0.012 -0.006 -0.008 0.000
H 2.3826 -2.1170 -1.8132 -0.050 0.010 0.006 0.000
H 2.6543 -2.4375 -3.5303 0.011 0.019 -0.004 0.000
H 1.0148 -2.4482 -2.8739 0.025 0.001 -0.019 0.000
H 1.2577 1.8562 -4.5029 0.046 -0.031 -0.005 0.000
H 1.8835 3.6275 -5.9353 -0.013 -0.012 -0.017 0.000
H 2.7038 4.9399 -5.0977 0.013 0.004 -0.001 0.000
H 1.0477 5.1550 -5.6491 -0.008 0.000 -0.011 0.000
H 1.0650 5.8098 -2.9477 -0.016 0.021 -0.004 0.000
H 0.3228 4.9601 -0.8067 0.045 0.008 0.002 0.000
H 2.6454 4.1527 0.2675 -0.009 -0.006 0.013 0.000
H 2.4468 2.5167 0.8744 0.001 0.055 0.011 0.000
H 3.0339 3.7911 1.9567 0.018 0.017 0.011 0.000
H 1.5510 5.1730 3.1333 0.027 -0.018 0.043 0.000
H 0.1143 6.3946 4.5793 0.011 0.021 0.001 0.000
H -1.2522 5.3754 5.0219 -0.001 -0.012 0.019 0.000
H -1.5104 6.7870 4.0052 -0.011 0.019 -0.005 0.000
H -2.6572 4.9573 2.4737 -0.029 0.000 0.024 0.000
H -3.5133 3.2529 0.8351 0.000 0.033 -0.002 0.000
H -2.3738 2.5907 -0.3615 0.000 -0.014 0.007 0.002
H -2.8048 4.2990 -0.4030 0.001 -0.003 -0.032 0.000
C 2.7029 -4.8805 0.3994 0.068 0.241 0.093 0.000
Si 1.0530 -4.8532 -0.4696 0.126 -0.143 -0.147 0.000
C 0.3342 -6.5301 -0.0048 -0.188 0.050 0.205 0.000
C 1.5025 -5.0785 -2.2868 -0.047 0.158 -0.071 0.000
As -0.3635 -2.9405 -0.0373 -0.198 -1.033 0.311 0.004
Si -0.9359 -3.6214 2.2025 -0.215 -0.214 0.136 0.000
C -1.6825 -5.3659 2.3062 0.032 -0.111 -0.214 0.000
C 0.5080 -3.7043 3.3986 0.171 0.185 -0.062 0.000
C -2.3096 -2.5259 2.8602 0.010 0.231 -0.086 0.000
Si -2.3034 -3.8387 -1.1478 -0.011 0.344 -0.443 0.001
C -3.7575 -2.6625 -1.0530 -0.024 0.181 0.171 0.002
C -1.8488 -3.8938 -2.9817 0.165 -0.045 -0.040 0.000
C -3.1817 -5.4761 -0.8442 0.176 -0.117 0.278 0.000
H 3.2044 -5.7986 0.0786 -0.006 -0.042 0.019 0.000
H 2.6062 -4.8910 1.4839 0.011 -0.058 0.045 0.000
H 3.3187 -4.0220 0.1449 0.054 -0.012 -0.048 0.000
H 0.9526 -7.2705 -0.5156 0.053 -0.061 0.029 0.000
H -0.6945 -6.6891 -0.3045 -0.118 -0.049 -0.092 0.000
H 0.3918 -6.7152 1.0682 0.044 -0.001 -0.022 0.000
H 1.7278 -6.1381 -2.4213 0.047 -0.045 -0.024 0.000
H 2.3969 -4.5088 -2.5341 0.027 -0.006 0.000 0.000
H 0.7309 -4.8079 -3.0011 -0.098 -0.019 -0.059 0.000
H -0.9508 -6.0769 2.6916 0.007 0.005 0.017 0.000
H -2.0684 -5.7776 1.3785 -0.008 0.023 0.001 0.000
H -2.5104 -5.3230 3.0162 -0.022 -0.029 0.067 0.000
H 1.4653 -3.6671 2.8787 0.033 0.025 0.003 0.000
H 0.4550 -4.6226 3.9868 0.002 -0.012 -0.016 0.000
H 0.4832 -2.8500 4.0739 -0.019 0.004 0.053 0.000
H -2.9220 -2.0945 2.0657 -0.039 -0.036 -0.009 0.000
H -1.9085 -1.6978 3.4424 0.028 0.038 0.013 0.000
H -2.9618 -3.1186 3.5041 -0.018 0.007 0.029 0.000
H -3.5465 -1.7500 -1.6086 -0.018 -0.023 -0.056 0.000
H -4.0004 -2.3646 -0.0328 -0.056 -0.031 0.026 0.001
H -4.6259 -3.1688 -1.4814 -0.023 -0.015 -0.064 0.000
H -0.9376 -3.3413 -3.2062 -0.002 0.085 -0.027 0.000
H -2.6539 -3.4501 -3.5715 -0.056 -0.044 -0.027 0.000
H -1.6956 -4.9193 -3.3228 -0.014 -0.043 -0.029 0.000
H -3.7509 -5.4695 0.0848 -0.096 0.040 -0.008 0.000
H -2.5727 -6.3738 -0.8509 0.086 -0.088 -0.066 0.000
H -3.8841 -5.5409 -1.6791 -0.058 -0.024 -0.004 0.000
N -4.8424 0.6845 -0.4213 0.012 0.035 0.106 0.018
N -3.7868 0.2504 0.3750 0.186 -0.036 0.096 0.149
N -3.6562 0.7666 1.6241 -0.103 -0.134 -0.263 0.002
C -2.3864 0.6748 1.8451 0.069 -0.082 0.055 0.006
N -1.6806 0.1876 0.7684 -1.124 -0.140 -0.092 0.087
N -2.5792 -0.0509 -0.1986 0.114 0.516 0.548 0.301
H -5.0351 -0.0515 -1.0905 0.002 0.013 0.031 0.001
H -4.5517 1.5244 -0.9226 0.022 -0.111 -0.034 0.007
H -1.9210 0.9613 2.7744 0.031 0.016 -0.029 0.000